Entry 1:
A molecular structure, C4H10N2O. Source: the OMol25 dataset; level of theory: ωB97M-V/def2-TZVPD.

ORCA input file:
```
! RIJCOSX wB97M-V def2-TZVPD def2/J DEFGRID3
* xyz 0 1
C -1.936 0.298 -0.047
C 0.942 -0.512 1.556
C 1.267 -1.290 -0.964
N 0.641 -1.068 0.306
C 0.621 0.774 0.790
O -1.375 1.164 -1.028
N 1.009 1.834 0.348
H -1.954 1.923 -1.165
H -1.126 -0.518 0.390
H 0.596 2.255 -0.483
H -2.570 0.877 0.631
H -2.618 -0.411 -0.530
H 1.998 -0.505 1.830
H 0.207 -0.755 2.320
H 1.584 -0.367 -1.473
H 2.160 -1.913 -0.852
H 0.553 -1.785 -1.627
*
```

## Properties
* lowest unoccupied orbital energy (alpha / beta): 0.3 / 0.3 eV
* energy relative to the best compared isomer or geometry (same formula, charge and spin): 165.66 kcal/mol
* gap between HOMO and LUMO (alpha / beta): 7.79 / 7.79 eV

Results of the natural (NBO) charge analysis, in e, for atoms 1 through 8: C -0.34; C -0.27; C -0.41; N -0.60; C 0.57; O -0.76; N -0.63; H 0.47


Entry 2:
C5H5NO in the gas phase. Source: the OMol25 dataset; level of theory: ωB97M-V/def2-TZVPD.

ORCA input file:
```
! RIJCOSX wB97M-V def2-TZVPD def2/J DEFGRID3
* xyz 0 1
O 1.429 -1.817 1.509
C 0.751 -0.831 1.342
C 0.748 -0.232 -0.017
C -0.608 -0.621 -0.580
C -0.105 0.772 -0.760
C -0.796 1.926 -0.229
N -1.349 2.880 0.120
H 0.009 -0.497 2.092
H 1.669 -0.478 -0.535
H -1.376 -0.713 0.189
H -0.682 -1.342 -1.381
H 0.310 0.955 -1.749
*
```

## Properties
* lowest unoccupied orbital energy: 0.7 eV
* SMILES: N#C[C@@H]1C[C@@H]1C=O
* energy relative to the best compared isomer or geometry (same formula, charge and spin): 43.92 kcal/mol
* gap between HOMO and LUMO: 11.09 eV

Results of the natural (NBO) charge analysis, in e, for atoms 1 through 8: O -0.52; C 0.43; C -0.31; C -0.35; C -0.33; C 0.28; N -0.30; H 0.13


Entry 3:
2 unconnected molecules or ions with the total composition C17H12F4N. Source: the OMol25 dataset; level of theory: ωB97M-V/def2-TZVPD.

ORCA input file:
```
! RIJCOSX wB97M-V def2-TZVPD def2/J DEFGRID3
* xyz 1 1
F -3.264 3.034 -1.128
C -2.991 1.680 -1.172
C -4.068 0.802 -1.270
C -3.745 -0.560 -1.323
F -4.780 -1.462 -1.398
C -2.446 -1.026 -1.272
C -1.342 -0.117 -1.098
C -0.050 -0.684 -1.006
C 1.238 -0.120 -1.140
C 2.349 -1.038 -1.107
C 3.648 -0.580 -1.171
F 4.682 -1.479 -1.064
C 3.974 0.776 -1.297
C 2.895 1.650 -1.415
F 3.169 3.000 -1.512
C 1.559 1.247 -1.404
C -1.659 1.271 -1.082
H -5.093 1.152 -1.308
H -2.239 -2.098 -1.369
H -0.051 -1.778 -0.998
H 2.143 -2.112 -1.038
H 4.999 1.125 -1.315
H 0.778 1.979 -1.611
H -0.875 2.023 -0.990
C 0.887 -1.319 3.570
C -0.490 -1.394 3.690
C -1.061 -0.470 2.751
C 0.003 0.133 2.086
N 1.183 -0.390 2.582
H 1.679 -1.836 4.105
H -1.045 -2.019 4.382
H -2.106 -0.228 2.646
H 0.006 0.925 1.341
H 2.116 -0.088 2.335
*
```

## Properties
* lowest unoccupied orbital energy: -6.8 eV
* energy relative to the best compared isomer or geometry (same formula, charge and spin): 9.21 kcal/mol
* gap between HOMO and LUMO: 4.48 eV

Results of the natural (NBO) charge analysis, in e, for atoms 1 through 8: F -0.30; C 0.40; C -0.20; C 0.39; F -0.30; C -0.16; C -0.14; C 0.17


Entry 4:
A molecular structure, C47H48N10O22. Source: the OMol25 dataset; level of theory: ωB97M-V/def2-TZVPD.

ORCA input file:
```
! RIJCOSX wB97M-V def2-TZVPD def2/J DEFGRID3
* xyz -2 1
O -0.861 1.977 1.837
C -1.048 1.108 0.793
C 0.102 0.210 0.207
O 0.872 -0.522 1.057
H -1.537 1.683 -0.047
H -1.910 0.393 0.935
H 0.779 0.750 -0.499
H -0.513 -0.447 -0.473
C -0.490 4.336 -1.536
N 0.301 3.751 -2.643
O -0.053 2.667 -3.066
O 1.314 4.318 -2.994
H -1.449 4.642 -1.954
H -0.027 5.282 -1.262
H -0.581 3.754 -0.616
C 0.002 -3.494 2.094
N 1.196 -2.954 2.754
O 2.290 -3.318 2.399
O 1.018 -2.203 3.666
H 0.324 -4.300 1.442
H -0.409 -2.621 1.583
H -0.689 -3.916 2.819
C -4.427 2.258 0.237
N -4.152 3.157 -0.913
O -3.935 4.329 -0.676
O -4.100 2.671 -2.031
H -3.781 2.644 1.026
H -4.278 1.228 -0.041
H -5.452 2.535 0.493
C 5.567 -2.615 -1.631
C 6.675 -2.053 -0.976
C 6.458 -1.557 0.289
C 5.204 -1.575 0.864
C 4.072 -2.025 0.202
C 4.296 -2.528 -1.081
N 5.066 -1.114 2.246
O 4.040 -0.676 2.658
O 6.057 -1.246 2.956
H 5.787 -3.113 -2.567
H 7.594 -2.081 -1.543
H 7.261 -1.160 0.899
H 3.068 -1.960 0.615
H 3.486 -2.844 -1.725
C 1.451 -0.572 -2.266
C 1.777 -0.392 -3.614
C 2.346 -1.458 -4.292
C 2.519 -2.687 -3.691
C 2.096 -2.889 -2.384
C 1.580 -1.820 -1.668
N 3.030 -3.798 -4.495
O 3.038 -4.893 -3.966
O 3.437 -3.590 -5.616
H 1.113 0.316 -1.748
H 1.596 0.572 -4.066
H 2.657 -1.242 -5.307
H 2.210 -3.859 -1.919
H 1.216 -1.918 -0.650
C 4.696 1.473 -2.699
C 4.277 0.711 -1.622
C 3.652 1.258 -0.517
C 3.506 2.649 -0.468
C 4.042 3.433 -1.471
C 4.703 2.849 -2.548
N 2.722 3.263 0.574
O 2.365 4.420 0.420
O 2.557 2.650 1.578
H 5.050 0.985 -3.598
H 4.369 -0.369 -1.597
H 3.162 0.657 0.248
H 3.931 4.508 -1.444
H 5.026 3.423 -3.408
C -1.364 -3.406 0.664
C -2.446 -3.684 1.496
C -3.131 -4.872 1.403
C -2.802 -5.810 0.440
C -1.720 -5.540 -0.396
C -1.052 -4.328 -0.335
N -3.500 -7.081 0.369
O -4.282 -7.370 1.238
O -3.313 -7.762 -0.611
H -0.742 -2.518 0.724
H -2.804 -2.934 2.184
H -3.959 -5.019 2.087
H -1.590 -6.300 -1.159
H -0.291 -4.114 -1.073
C -1.287 7.126 0.225
C -0.049 7.667 0.551
C 0.722 7.120 1.556
C 0.293 5.956 2.185
C -0.957 5.419 1.906
C -1.753 6.076 0.994
N 1.208 5.280 3.106
O 2.267 5.832 3.396
O 0.970 4.131 3.376
H -1.889 7.574 -0.555
H 0.348 8.501 -0.017
H 1.714 7.472 1.806
H -1.345 4.535 2.403
H -2.720 5.650 0.757
C -4.668 0.559 2.942
C -3.343 0.583 2.494
C -2.343 0.290 3.414
C -2.670 -0.022 4.723
C -3.990 -0.079 5.134
C -4.993 0.278 4.262
N -1.619 -0.265 5.709
O -0.494 -0.137 5.344
O -1.957 -0.499 6.863
H -5.478 0.720 2.238
H -3.077 0.817 1.474
H -1.287 0.276 3.143
H -4.188 -0.361 6.159
H -6.047 0.206 4.496
C -1.696 -0.957 -2.648
C -2.457 -0.593 -1.548
C -3.543 -1.344 -1.112
C -3.950 -2.379 -1.962
C -3.188 -2.782 -3.038
C -2.017 -2.110 -3.340
N -5.213 -3.094 -1.680
O -6.098 -2.474 -1.139
O -5.249 -4.256 -2.027
H -0.946 -0.285 -3.032
H -2.187 0.286 -0.971
H -4.137 -1.077 -0.252
H -3.432 -3.645 -3.642
H -1.524 -2.306 -4.286
*
```

## Properties
* lowest unoccupied orbital energy: 3.0 eV
* gap between HOMO and LUMO: 4.56 eV

Results of the Mulliken charge analysis, in e, for atoms 1 through 8: O -0.73; C -0.92; C 2.98; O -0.83; H -0.17; H -0.58; H -0.35; H -1.12


| no. | E_tot (hartree) |
| --- | --- |
| 1 | -342.9375 |
| 2 | -323.4497 |
| 3 | -1108.9046 |
| 4 | -4021.3989 |